# 1
This record from OMol25 describes C4H13IOP as an isolated structure in a non-equilibrium geometry. The level of theory is wB97M-V/def2-TZVPD.

Summary:
- Orbital gap: 6.450 eV
- E_HOMO: -2.84 eV
- Total energy: -874.4508 Eh
- LUMO level: 3.609 eV
- Maximum force: 2.9 eV/A

```
! wB97M-V def2-TZVPD RIJCOSX def2/J DEFGRID3
* xyz -1 1
I 1.337 1.378 -2.507
P 0.523 -2.491 -1.487
O 1.364 -1.154 -0.853
C -0.251 1.839 0.695
C -1.104 1.819 2.009
C -0.397 0.550 -0.156
C 0.705 -0.545 0.233
H -2.001 2.439 1.852
H -0.516 2.267 2.828
H -0.116 -3.642 -2.111
H 0.816 1.984 0.940
H -1.360 0.071 0.149
H 1.367 -2.385 -2.634
H 1.487 0.021 0.776
H 0.268 -1.282 0.942
H -0.549 2.713 0.097
H -0.740 -1.855 -1.384
H -0.369 0.826 -1.296
H 0.907 -3.346 -0.406
H -1.371 0.793 2.313
*
```

---

# 2
This record from OMol25 describes an isolated ion of composition C4H13N2 and charge +1 in a non-equilibrium geometry. The level of theory is wB97M-V/def2-TZVPD.

Summary:
- Orbital gap: 10.076 eV
- Energy relative to the best compared isomer or geometry (same formula, charge and spin): 111.7 kJ/mol
- E_HOMO: -13.19 eV
- Total energy: -269.4582 Eh
- LUMO level: -3.112 eV
- Maximum force: 2.1 eV/A
- Structure (SMILES): CC[NH2+]CCN

```
! wB97M-V def2-TZVPD RIJCOSX def2/J DEFGRID3
* xyz 1 1
N 0.827 1.149 2.171
N 0.473 0.030 -0.668
C -0.105 -0.969 -1.632
C -0.495 0.745 0.199
C -0.702 -2.179 -0.914
C 0.157 1.797 1.056
H 0.349 0.964 3.032
H -0.571 2.497 1.463
H -1.301 1.098 -0.412
H 0.998 0.680 -1.261
H -0.984 -0.008 0.804
H 1.827 1.157 2.227
H 0.932 2.425 0.626
H 0.661 -1.202 -2.353
H -0.452 -3.125 -1.384
H -0.853 -0.420 -2.208
H -1.754 -2.029 -0.745
H -0.202 -2.247 0.055
H 1.195 -0.364 -0.056
*
```

---

# 3
This record from OMol25 describes an isolated ion of composition C4H13N2 and charge +1 in a non-equilibrium geometry. The level of theory is wB97M-V/def2-TZVPD.

Summary:
- Orbital gap: 9.336 eV
- Energy relative to the best compared isomer or geometry (same formula, charge and spin): 266.1 kJ/mol
- E_HOMO: -13.05 eV
- Total energy: -269.3994 Eh
- LUMO level: -3.712 eV
- Maximum force: 4.6 eV/A
- Structure (SMILES): CNC[C@@H](C)[NH3+]

```
! wB97M-V def2-TZVPD RIJCOSX def2/J DEFGRID3
* xyz 1 1
N 0.877 -1.442 -0.977
N -0.922 -0.458 0.906
C -0.699 0.507 1.966
C 1.141 1.087 -0.587
C -1.113 0.008 -0.456
C 0.336 -0.054 -1.212
H 1.607 -1.480 -0.040
H -1.402 0.393 2.810
H -1.712 -1.205 1.143
H -1.515 1.046 -0.711
H 0.231 0.358 2.505
H 0.545 1.949 -0.590
H 1.524 -1.841 -1.721
H 0.158 -2.162 -0.838
H -2.008 -0.456 -0.904
H 1.512 0.761 0.378
H 0.126 0.202 -2.332
H -0.799 1.502 1.741
H 2.111 1.283 -1.081
*
```

---

Which of these has the highest total energy?
number 3

---

Which of these has the lowest total energy?
C4H13IOP